C27H49FIrN2OSi3Te as an isolated structure. Source: the Open Molecules 2025 dataset; level of theory: ωB97M-V with the def2-TZVPD basis set.

```
85
Properties=species:S:1:pos:R:3:forces:R:3
Ir 0.501702 -0.063995 1.311568 0.5 0.0 -0.4
C 2.262190 0.724006 4.588970 0.0 0.0 0.0
C 1.109039 -0.224327 4.525891 0.1 0.0 -0.1
C 0.657199 -0.937956 5.638471 0.0 0.0 0.0
C -0.414963 -1.803682 5.517471 0.0 0.0 0.0
C -1.082995 -1.946943 4.304644 0.0 0.0 0.1
C -0.623684 -1.179313 3.252137 -0.1 0.0 -0.1
N 0.468643 -0.383983 3.372158 0.1 0.1 0.0
N -1.054152 -1.043818 1.936817 -0.4 -0.1 0.3
Si -2.721279 -1.676545 1.477271 -0.1 0.0 0.0
C -2.595959 -3.530571 1.475208 0.0 0.0 0.0
C -3.904963 -1.063250 2.774346 0.0 0.0 0.0
C -3.183461 -0.929609 -0.147168 0.0 0.0 0.0
H 1.933236 1.678509 5.005689 0.0 0.0 0.0
H 2.667560 0.916740 3.597360 0.0 0.0 0.0
H 3.047589 0.340806 5.237874 0.0 0.0 0.0
H 1.163368 -0.817947 6.586061 0.0 0.0 0.0
H -0.741487 -2.374500 6.376573 0.0 0.0 0.0
H -1.913879 -2.625063 4.194891 0.0 0.0 0.0
H -2.573612 -3.943602 2.485025 0.0 0.0 0.0
H -1.714986 -3.889501 0.942986 0.0 0.0 0.0
H -3.474674 -3.950838 0.979277 0.0 0.0 0.0
H -3.757345 -1.461159 3.775767 0.0 0.0 0.0
H -4.902315 -1.375823 2.449305 0.0 0.0 0.0
H -3.911064 0.024850 2.827869 0.0 0.0 0.0
H -2.820548 -1.499731 -0.997867 0.0 0.1 0.0
H -2.827541 0.098711 -0.212809 0.0 0.1 0.0
H -4.274194 -0.898771 -0.210354 0.0 0.0 0.0
F -5.384856 3.317859 0.634115 0.0 0.0 0.0
C -4.114650 2.974643 0.838321 0.0 0.0 0.0
C -3.238117 2.989677 -0.233296 0.0 0.0 0.0
C -1.922358 2.628762 -0.008209 0.0 0.0 0.0
C -1.482262 2.254785 1.263943 0.0 0.0 0.0
C -0.062560 1.933359 1.500541 0.0 0.0 0.0
C -2.394560 2.265934 2.320475 0.0 0.0 0.0
C -3.714554 2.627262 2.117620 0.0 0.0 0.0
H -3.592017 3.295318 -1.208383 0.0 0.0 0.0
H -1.217119 2.657204 -0.829833 0.0 0.0 0.0
H 0.252351 2.164259 2.518119 0.0 0.0 0.0
H 0.592957 2.417711 0.777984 0.0 0.0 0.0
H -2.061860 2.007932 3.320151 0.0 0.0 0.0
H -4.430778 2.660831 2.927476 0.0 0.0 0.0
C 3.617547 -1.337177 1.086500 0.0 0.0 0.0
C 3.536207 0.147257 1.011040 0.0 0.0 -0.1
C 4.796453 0.928721 0.933647 0.0 0.0 0.1
O 2.452859 0.749897 1.003757 0.0 0.0 0.2
H 3.944068 -1.712036 0.111761 0.0 0.0 0.0
H 2.662185 -1.795791 1.341872 0.0 0.0 0.0
H 4.380866 -1.637407 1.805831 0.0 0.0 0.0
H 5.462506 0.500223 0.183222 0.0 0.0 0.1
H 5.313830 0.839687 1.893878 0.0 0.0 0.0
H 4.599613 1.976749 0.725515 0.0 0.0 0.0
C 2.137271 1.075975 -4.732565 0.0 0.0 0.0
Si 2.834611 1.826760 -3.177498 -0.1 0.0 0.0
C 3.274085 3.617673 -3.413342 0.0 0.0 0.0
C 4.296396 0.837504 -2.559283 0.0 0.0 0.0
C 1.513162 1.772809 -1.797485 0.1 0.0 0.0
Te 0.789881 -0.180713 -1.340927 0.0 0.0 0.0
C -0.865928 -0.161835 -2.665951 0.0 -0.1 0.0
Si -1.240774 -1.880042 -3.430444 0.0 0.0 0.0
C -1.241115 -3.190978 -2.088049 0.0 -0.1 0.0
C 0.108529 -2.269288 -4.654368 0.0 0.0 0.0
C -2.906184 -1.744026 -4.244860 0.0 0.0 0.0
H 2.880470 1.124443 -5.531522 0.0 0.0 0.0
H 1.253824 1.614898 -5.083528 0.0 0.0 0.0
H 1.876941 0.024276 -4.605565 0.0 -0.1 0.0
H 4.056819 3.718259 -4.168224 0.0 0.0 0.0
H 3.645163 4.072739 -2.492921 0.0 0.0 0.0
H 2.415224 4.199019 -3.754286 0.0 0.0 0.0
H 5.082485 0.805740 -3.316101 0.0 0.0 0.0
H 4.025918 -0.197406 -2.331687 0.0 0.0 0.0
H 4.727928 1.296535 -1.666589 0.0 0.0 -0.1
H 0.640424 2.376418 -2.049764 0.0 0.0 0.0
H 1.946976 2.164955 -0.876760 0.0 0.0 0.0
H -0.521979 0.500227 -3.464551 0.0 0.0 0.0
H -1.712611 0.312035 -2.178426 -0.1 0.0 0.1
H -0.474292 -3.029068 -1.323225 0.0 0.0 0.0
H -1.032887 -4.163411 -2.539847 0.0 0.0 0.0
H -2.206860 -3.270551 -1.589196 0.0 -0.1 0.0
H 1.099501 -2.291023 -4.193840 0.0 0.0 0.0
H 0.127424 -1.557772 -5.481432 0.0 0.0 0.0
H -0.066895 -3.258939 -5.082282 0.0 0.0 0.0
H -3.688854 -1.480748 -3.530095 0.0 0.0 0.0
H -3.184976 -2.694705 -4.704389 0.0 0.0 0.0
H -2.902833 -0.988111 -5.032492 0.0 0.0 0.0
```
Positions in Å, forces in eV/Å.

Computed properties:
electronic energy = -2583.25683 Eh
energy relative to the best compared isomer or geometry (same formula, charge and spin) = 0.0 kcal per mole
highest occupied orbital energy (alpha / beta) = -0.509 / -0.507 Ha
spin multiplicity = 2
⟨S²⟩ = 0.771
total charge = +2
orbital gap (alpha / beta) = 7.527 / 5.720 eV

Here are the Mulliken charges for atoms 1 to 6, given in e:
1 Ir 0.85
2 C -1.07
3 C 0.48
4 C -0.70
5 C -0.85
6 C -0.59